(1)
The following is a quantum chemistry calculation of C18H18N10ReSSbSe4 as an isolated structure, from the Open Molecules 2025 dataset.

Output
**HOMO-LUMO gap (alpha / beta)**: 0.1832 / 0.1834 hartree
**Energy relative to the best compared isomer or geometry (same formula, charge and spin)**: 18.8 kcal/mol
**Total charge**: +4

```
53
Properties=species:S:1:pos:R:3:forces:R:3
Re 0.1065 -0.0624 0.1891 0.3 0.1 0.0
N -0.6430 0.3092 3.4966 -0.1 0.0 0.0
C -1.2618 1.2178 2.7325 0.0 0.0 0.0
N -1.9505 2.1301 3.3686 0.0 0.0 0.0
C -2.5339 3.1027 2.6619 0.0 0.0 0.0
N -3.2419 4.0154 3.2711 0.0 0.0 0.0
N -2.4132 3.1926 1.2981 0.0 0.0 0.0
C -1.7317 2.2720 0.7243 0.0 0.0 0.1
N -1.1157 1.1967 1.3406 -0.1 0.0 0.0
C -1.5510 2.3368 -0.7259 0.0 -0.1 -0.1
C -2.1965 3.2766 -1.5004 0.0 0.0 0.0
C -2.0161 3.2438 -2.8758 0.0 0.0 0.0
C -1.1913 2.2655 -3.4124 0.0 0.0 0.0
C -0.5758 1.3601 -2.5745 0.0 0.1 0.1
N -0.7411 1.3880 -1.2356 0.1 0.1 0.0
H -0.9011 0.3458 4.4749 0.0 0.0 0.0
H -0.3430 -0.5792 3.1347 0.1 0.0 0.0
H -3.3648 3.9824 4.2741 0.0 0.0 0.0
H -3.6955 4.7494 2.7454 0.0 0.0 0.0
H -2.8341 4.0037 -1.0177 0.0 0.0 0.0
H -2.5161 3.9608 -3.5147 0.0 0.0 0.0
H -1.0234 2.1941 -4.4786 0.0 0.0 0.0
H 0.0667 0.5967 -2.9770 0.0 0.0 0.0
Se 4.2775 -3.0219 3.2463 0.0 0.1 0.0
Sb 4.1572 -1.0800 4.4119 0.3 -0.1 0.3
Se 1.9085 0.3965 1.4550 -0.5 0.1 -0.3
Se -0.6032 -1.9307 1.1387 0.0 -0.1 0.1
Se 4.1047 0.7810 5.6958 0.0 0.0 0.0
N -0.5496 -1.7900 -2.6606 0.0 0.1 0.0
C -1.5705 -2.2868 -3.3764 0.0 0.0 0.0
C -2.7340 -2.0120 -2.6901 0.0 0.0 0.0
C -2.3222 -1.3524 -1.5388 0.0 0.1 -0.1
N -0.9864 -1.2106 -1.5217 0.0 -0.1 0.0
H 0.4375 -1.9031 -2.8403 0.0 -0.1 0.0
H -1.3978 -2.8068 -4.3059 0.0 0.0 0.0
H -3.7396 -2.2678 -2.9777 0.0 0.0 0.0
H -2.9312 -0.9604 -0.7389 0.0 0.0 0.0
N 2.1271 2.1320 -1.5990 0.0 0.0 0.0
C 2.3526 0.8407 -1.8718 0.0 -0.1 0.1
N 1.6988 -0.1935 -1.3269 0.0 -0.2 -0.1
C 2.3164 -1.4286 -1.7085 0.0 0.0 0.0
C 2.0385 -2.7157 -1.2519 0.0 0.0 0.0
C 2.7335 -3.7865 -1.7933 0.0 0.0 0.0
C 3.7038 -3.5984 -2.7762 0.0 0.0 0.0
C 4.0040 -2.3258 -3.2256 0.0 0.0 0.0
C 3.3081 -1.2584 -2.6749 0.0 0.0 0.0
S 3.5630 0.4308 -3.0170 0.1 0.0 -0.1
H 1.6694 2.4108 -0.7475 0.0 0.0 0.0
H 2.7216 2.8315 -2.0219 0.0 0.0 0.0
H 1.2828 -2.9048 -0.5037 0.0 0.0 0.0
H 2.5110 -4.7879 -1.4500 0.0 0.0 0.0
H 4.2299 -4.4496 -3.1865 0.0 0.0 0.0
H 4.7665 -2.1657 -3.9770 0.0 0.0 0.0
```
Positions in Å, forces in eV/Å.

(2)
The following is a quantum chemistry calculation of a 2-piece molecular cluster, C10H16F4N2O5 overall, from the Open Molecules 2025 dataset.

Output
**HOMO-LUMO gap**: 0.3497 hartree
**SMILES**: CCCNN(CCC(F)(F)F)C(=O)O.O=C1OC[C@@H](F)O1
**Energy relative to the best compared isomer or geometry (same formula, charge and spin)**: 0.0 kcal/mol
**Total charge**: 0

```
37
Properties=species:S:1:pos:R:3:forces:R:3
C -1.7261 -2.8597 -1.1402 0.0 0.0 0.1
C -0.6768 -3.8693 -0.6869 -0.2 0.0 0.1
C 0.2195 -3.3504 0.4299 0.2 -0.3 0.0
N -0.5753 -2.9970 1.6210 0.3 0.1 -0.3
N 0.0387 -1.8987 2.3326 -0.6 -0.1 -0.2
C -0.2164 -0.6270 1.6376 0.2 0.2 0.1
C 1.0575 0.2112 1.5437 0.0 -0.2 -0.1
C 0.9625 1.2964 0.4981 0.0 0.1 0.0
F 1.5380 0.9256 -0.6697 0.0 -0.1 0.0
F -0.3116 1.6268 0.1917 0.0 0.0 0.0
F 1.5660 2.4342 0.8778 0.1 0.0 0.0
C -0.2983 -1.9304 3.6652 0.7 0.2 0.0
O -0.8186 -2.8512 4.2214 -0.3 -0.4 0.3
O 0.1502 -0.8052 4.3092 -0.3 0.4 -0.4
H -1.2620 -1.9617 -1.5587 0.0 -0.1 -0.1
H -2.3454 -2.5558 -0.2943 0.0 0.0 0.0
H -2.3872 -3.2920 -1.8919 0.1 0.1 -0.1
H -0.0476 -4.1596 -1.5324 0.0 -0.1 0.1
H -1.1824 -4.7727 -0.3308 0.1 0.0 -0.1
H 0.9606 -4.1186 0.6830 0.1 0.1 0.0
H 0.7839 -2.4826 0.0808 -0.1 0.1 0.0
H -0.5418 -3.7781 2.2678 -0.2 0.1 0.1
H -1.0152 -0.0687 2.1307 0.0 0.0 -0.1
H -0.5772 -0.8706 0.6406 0.0 -0.1 0.0
H 1.8716 -0.4527 1.2493 0.1 0.1 0.1
H 1.3155 0.6588 2.5010 -0.1 0.0 0.0
H -0.5988 -0.3663 4.7344 0.1 -0.3 0.3
O -1.1602 4.9929 -4.8209 0.1 0.0 0.0
C -0.4557 4.6747 -3.9258 0.1 0.0 -0.1
O 0.0876 3.4458 -3.7574 0.0 0.0 0.0
C 1.0015 3.4957 -2.6593 0.0 0.0 0.0
C 0.4998 4.6991 -1.8867 0.0 0.0 0.0
F 1.5018 5.3913 -1.2947 0.1 0.0 -0.1
O -0.0810 5.4932 -2.9004 -0.2 -0.1 0.1
H 2.0100 3.6820 -3.0326 0.0 0.0 0.1
H 0.9703 2.5686 -2.0992 -0.1 0.0 -0.1
H -0.2574 4.4722 -1.1338 0.1 0.0 0.1
```
Positions in Å, forces in eV/Å.

(3)
The following is a quantum chemistry calculation of a 2-piece molecular cluster, CH4N2S overall, from the Open Molecules 2025 dataset.

Output
**HOMO-LUMO gap**: 0.3691 hartree
**SMILES**: N=C=S.N
**Energy relative to the best compared isomer or geometry (same formula, charge and spin)**: 19.5 kcal/mol
**Total charge**: 0

```
8
Properties=species:S:1:pos:R:3:forces:R:3
N -1.9047 -1.7388 -0.3483 0.1 0.6 -1.8
C -2.5565 -0.7452 -0.1045 0.0 -1.0 -0.1
S -3.5141 0.4185 0.3291 0.2 0.1 0.0
H -1.4741 -1.8217 -1.3178 -0.6 0.1 1.9
N 0.1161 0.5103 -0.1217 1.5 0.2 0.2
H -0.1533 0.7803 0.8325 0.6 -0.5 -0.3
H 1.1714 0.3466 -0.2009 -2.1 0.6 0.4
H -0.1229 1.3488 -0.6392 0.3 0.0 -0.4
```
Positions in Å, forces in eV/Å.

(4)
The following is a quantum chemistry calculation of C26H46BN3O8PSYb as an isolated structure, from the Open Molecules 2025 dataset.

Output
**HOMO-LUMO gap**: 0.0751 hartree
**Total charge**: +1

```
87
Properties=species:S:1:pos:R:3:forces:R:3
C 1.4675 3.1859 5.0015 1.7 0.6 -6.7
C 1.7875 3.1621 3.7126 -1.4 0.3 6.0
C 2.0913 3.1847 2.1481 1.1 0.9 2.0
P 1.1108 1.8641 1.0913 -0.7 0.2 1.5
C 1.3153 0.4854 2.3992 1.2 -2.3 1.4
C 2.8770 0.1269 2.7886 -0.1 -0.1 1.0
C -0.4978 2.6845 1.6938 -1.9 1.2 0.3
C -1.3770 2.0622 2.8423 -1.1 0.1 0.9
C -2.0889 0.6430 2.5995 0.0 -0.4 1.2
C -2.6649 0.1765 4.0696 2.0 -0.3 0.1
O -3.9580 -0.4909 3.9928 1.8 -2.5 0.3
C -3.8258 -1.9241 3.9966 -4.9 -1.7 -2.5
O -4.7746 -2.6061 3.4785 4.4 3.2 2.5
C 1.2077 3.2536 -0.2103 0.7 1.7 -2.4
C 0.9117 2.9095 -1.7390 0.6 1.4 -0.7
C -0.6492 2.7932 -2.1447 0.7 -1.4 -1.2
C -0.7691 2.0853 -3.6239 1.1 0.5 1.1
N -2.1967 1.9564 -4.1078 0.6 0.2 0.2
C -2.0960 1.5532 -5.5583 -0.4 -1.2 -1.0
C -2.8835 0.7965 -3.4111 0.8 -4.4 0.5
C -4.1813 1.1044 -2.4713 0.6 -0.1 -1.5
O -2.4455 -0.3862 -3.5976 -2.1 5.8 0.9
O 2.4926 1.1908 0.2692 -0.3 -1.8 -2.4
C 2.2208 -0.0559 -0.4694 -0.6 -2.0 2.7
C 3.2135 -0.4779 -1.6671 0.4 -0.2 0.8
C 4.0263 -1.8658 -1.3144 0.7 0.1 -0.8
C 3.3664 -3.1833 -1.9812 0.6 -0.6 -0.1
C 2.8047 -4.2726 -0.9167 -0.6 1.2 0.6
S 1.6016 -5.3944 -1.8608 -1.2 -0.1 1.5
C 0.0460 -5.5935 -0.8783 -6.8 -0.4 2.7
N -1.3504 -5.7359 -1.3232 3.6 0.6 0.7
N -2.2646 -5.8419 -0.2967 4.7 0.4 3.8
C -1.5171 -5.7610 0.9573 0.2 -0.1 -6.3
O -0.1315 -5.6437 0.5593 -0.5 0.1 0.1
C 0.5933 -0.1846 -0.6846 1.6 1.9 -2.6
C -0.0128 -1.6571 -0.8771 0.3 0.1 -0.4
B -0.8018 -2.3193 0.3634 -1.9 -0.9 1.4
O -2.2557 -2.5263 0.2086 2.2 1.5 0.9
O -0.2429 -2.7925 1.6200 0.7 1.2 -3.3
O 0.0040 0.7892 0.1957 0.2 -1.6 -1.9
H 1.2200 3.4512 6.0947 0.6 -0.8 -2.5
H 3.2102 3.0351 1.9263 -1.5 0.2 0.7
H 1.8447 4.2761 1.8141 0.4 -2.0 0.7
H 0.8214 0.6380 3.4140 0.4 0.2 -1.5
H 0.9036 -0.5439 2.0245 0.5 2.1 0.5
H 3.6204 0.9666 2.5839 -1.1 -1.2 0.2
H 2.9363 -0.0934 3.9354 -0.1 0.4 -2.0
H 3.2618 -0.8243 2.2704 -0.6 1.5 0.6
H -1.1796 2.7837 0.7422 0.9 -0.3 1.5
H -0.2965 3.7984 1.9954 -0.3 -2.0 -0.4
H -2.2488 2.8139 3.0694 1.4 -1.3 -0.4
H -0.8177 1.9871 3.8659 -0.7 0.2 -2.1
H -2.9430 0.6454 1.8257 1.2 0.2 1.2
H -1.3489 -0.1818 2.3041 -1.0 1.4 0.2
H -1.9104 -0.6156 4.4851 -1.1 1.5 -0.7
H -2.6274 1.0458 4.8449 -0.7 -1.5 -1.5
H -2.9491 -2.5139 4.4482 -0.8 1.7 -0.4
H 2.3170 3.6284 -0.2011 -2.0 -0.7 -0.2
H 0.5691 4.2053 0.0310 0.9 -1.6 -0.2
H 1.5651 2.0336 -2.1523 -1.6 1.3 0.9
H 1.3011 3.8333 -2.3526 -0.6 -1.6 0.8
H -1.0446 3.8934 -2.3104 1.7 -1.5 0.9
H -1.3243 2.3115 -1.3497 1.1 0.5 -1.0
H -0.2632 1.0507 -3.5957 -0.8 1.5 0.2
H -0.1324 2.7286 -4.3636 -1.4 -1.1 1.1
H -3.0452 0.9179 -5.7887 1.7 1.4 0.0
H -1.1925 0.8380 -5.6875 -1.5 1.2 0.1
H -1.9756 2.4502 -6.2701 -0.3 -1.4 1.3
H -4.7614 1.9883 -2.9587 0.9 -1.4 0.9
H -3.8412 1.3640 -1.4020 -0.5 -0.6 -1.6
H -4.8381 0.1486 -2.5295 1.2 1.7 0.4
H 2.3851 -0.9390 0.2853 0.0 1.5 -0.9
H 4.0308 0.3275 -1.7916 -1.6 -1.1 0.0
H 2.6188 -0.6761 -2.6322 0.9 0.6 1.3
H 5.0908 -1.7429 -1.7768 -1.9 -0.3 0.9
H 4.1882 -2.0187 -0.1875 -0.4 0.4 -1.6
H 2.5323 -2.8476 -2.6982 1.2 -0.7 1.1
H 4.1721 -3.7484 -2.6093 -1.5 1.1 1.0
H 2.1853 -3.7125 -0.1004 1.2 -1.2 -1.3
H 3.6283 -4.9224 -0.4313 -1.4 1.2 -0.9
H -1.9269 -5.7878 2.0415 1.3 0.1 -2.2
H 0.5044 0.2128 -1.7880 -0.2 -0.4 1.6
H 0.8470 -2.3556 -1.1957 -1.1 1.1 0.4
H -0.7407 -1.6128 -1.7863 1.2 -0.2 1.7
H -2.7434 -1.7425 0.5565 0.4 -1.0 -0.3
H 0.7459 -2.7183 1.4857 -1.4 -0.2 0.7
Yb -2.5016 4.9294 -2.9392 -0.9 -0.7 -0.6
```
Positions in Å, forces in eV/Å.